{"formula": "C3H6N2OS", "method": "ωB97M-V/def2-TZVPD", "smiles": "C/N=C\\N(O)C=S", "de_lowest_ev": 3.9598, "e_tot_ha": -700.7437, "largest_force_ha_per_bohr": 0.0464, "symbols": ["C", "N", "C", "N", "O", "C", "S", "H", "H", "H", "H", "H", "H"], "coordinates": [[-0.306128, 1.875408, 0.471808], [-1.001400, 1.184048, -0.624153], [-0.826456, -0.071742, -0.839976], [-0.021464, -0.948896, -0.077898], [-0.738416, -2.077166, 0.231223], [1.308600, -0.972027, 0.123482], [2.406701, 0.141188, -0.356776], [-0.924308, 2.698431, 0.882292], [0.660821, 2.357495, 0.257212], [-0.207266, 1.057778, 1.267734], [-1.394646, -0.669963, -1.566094], [-0.546249, -2.728230, -0.472292], [1.590210, -1.846328, 0.703438]], "forces_ev_per_a": [[-0.68, -1.45, 1.40], [0.61, -1.18, -0.99], [-0.27, 2.30, 0.56], [0.48, 0.44, -0.10], [-0.11, -1.26, 0.00], [0.31, 0.45, 0.10], [-0.27, -0.28, 0.01], [-0.05, -0.64, -0.43], [-0.24, -0.75, -0.43], [0.41, 1.51, -0.51], [-0.07, 0.77, 0.07], [-0.12, 0.19, 0.33], [0.02, -0.11, -0.01]], "nbo_charge": [-0.46, -0.36, 0.24, -0.18, -0.52, -0.10, -0.10, 0.21, 0.24, 0.18, 0.18, 0.47, 0.21]}

{"formula": "C24H27NOPtSi", "method": "ωB97M-V/def2-TZVPD", "de_lowest_ev": 0.0000, "e_tot_ha": -1469.3530, "s_squared": 2.037, "largest_force_ha_per_bohr": 0.0679, "spin_multiplicity": 3, "symbols": ["C", "C", "C", "H", "C", "C", "H", "H", "H", "H", "Pt", "C", "H", "H", "H", "Si", "C", "C", "H", "C", "H", "C", "H", "C", "H", "C", "H", "C", "C", "H", "C", "H", "C", "H", "C", "H", "C", "H", "H", "H", "O", "C", "C", "C", "C", "C", "C", "N", "H", "H", "H", "H", "H", "H", "H"], "coordinates": [[-1.069233, -2.145835, 3.295831], [-1.536029, -2.619460, 2.031855], [-0.401987, -2.904437, 1.221449], [-2.580351, -2.729496, 1.740852], [0.765894, -2.609442, 1.977362], [0.352897, -2.161100, 3.261620], [1.015106, -1.899029, 4.083492], [-1.681524, -1.827892, 4.137039], [-0.431026, -3.263183, 0.191164], [1.798199, -2.717038, 1.645488], [0.683448, 1.750367, 0.485787], [-1.614349, -0.192609, -0.419908], [-1.651155, -1.244871, -0.710600], [-2.560124, 0.291063, -0.679794], [-1.501403, -0.195499, 0.668171], [-0.124632, 0.646794, -1.301434], [-1.077634, 1.493253, -2.709856], [-2.004101, 0.758373, -3.463978], [-2.114878, -0.321467, -3.312539], [-2.828744, 1.408982, -4.395294], [-3.578172, 0.827467, -4.940354], [-2.690486, 2.784083, -4.616966], [-3.317395, 3.286556, -5.357095], [-1.742136, 3.507551, -3.882758], [-1.624949, 4.576815, -4.046122], [-0.948764, 2.867048, -2.921187], [-0.240252, 3.444585, -2.321671], [0.993655, -0.651597, -2.092703], [1.098096, -0.738647, -3.488989], [0.557089, -0.026587, -4.114420], [1.894381, -1.722604, -4.080998], [1.973619, -1.758149, -5.168211], [2.568443, -2.667355, -3.296064], [3.153547, -3.462182, -3.766540], [2.461498, -2.587833, -1.903837], [2.954204, -3.326438, -1.271465], [1.719899, -1.558188, -1.309037], [1.713643, -1.463592, -0.218438], [1.048018, 1.920449, -1.126162], [-0.976271, 1.715388, 0.264405], [2.243942, 0.517446, 1.219651], [2.506669, 0.515874, 2.658430], [1.246365, 0.967350, 3.329982], [0.945588, 0.692949, 4.670788], [-0.294345, 1.054343, 5.184690], [-1.202285, 1.704521, 4.345561], [-0.863339, 1.956398, 3.024757], [0.333830, 1.561705, 2.523619], [3.053376, 0.382503, 0.688787], [2.771864, -0.519332, 2.915006], [3.347545, 1.197386, 2.870318], [1.713403, 0.167557, 5.240320], [-0.540467, 0.854021, 6.226598], [-2.175692, 2.028558, 4.695751], [-1.542495, 2.434481, 2.317644]], "forces_ev_per_a": [[-2.09, -0.82, -2.04], [-0.53, 1.17, 3.25], [2.17, 0.16, 0.16], [0.38, 0.05, 0.10], [-0.45, -0.17, -0.29], [0.89, -0.44, -1.04], [-0.24, -0.09, -0.23], [0.17, -0.10, -0.30], [0.08, 0.10, 0.39], [-0.38, -0.05, 0.11], [-2.76, -0.80, 0.37], [0.40, -0.95, -0.03], [-0.30, -0.12, -0.15], [0.15, 0.03, -0.03], [-0.05, -0.05, -0.13], [-2.11, -1.17, -0.97], [0.60, 0.10, 0.31], [-0.37, 0.48, -0.28], [0.03, 0.39, -0.02], [0.28, -0.21, 0.17], [0.28, 0.26, 0.11], [0.27, -0.08, 0.27], [0.19, -0.14, 0.26], [-0.08, -0.19, 0.01], [-0.07, -0.17, 0.00], [-0.45, 0.08, -0.48], [-0.22, -0.14, -0.21], [0.23, 0.18, 0.10], [0.22, -0.24, 0.11], [0.18, -0.23, 0.12], [0.02, -0.11, 0.06], [0.00, -0.04, 0.27], [-0.36, 0.26, 0.10], [-0.19, 0.30, 0.18], [-0.01, 0.21, -0.04], [-0.01, 0.18, -0.16], [0.19, -0.29, -0.18], [-0.19, -0.14, -0.41], [0.39, 0.77, 0.67], [1.98, 1.61, 0.06], [2.02, -0.40, 0.13], [0.27, 0.11, -0.21], [-0.05, -1.22, 1.54], [0.69, -0.04, -1.56], [0.28, -0.33, 1.16], [-0.26, 0.66, -1.64], [-1.21, -0.15, 1.72], [0.36, 1.49, -2.25], [-0.36, 0.08, 0.58], [0.01, 0.34, 0.26], [-0.10, -0.18, -0.19], [-0.30, 0.17, 0.11], [0.06, 0.04, -0.28], [0.10, -0.05, 0.02], [0.24, -0.10, 0.44]], "nbo_charge": [-0.29, -0.24, -0.09, 0.22, -0.41, -0.06, 0.21, 0.23, 0.22, 0.21, 0.45, -1.13, 0.23, 0.24, 0.24, 1.32, -0.39, -0.24, 0.21, -0.20, 0.21, -0.22, 0.21, -0.21, 0.21, -0.23, 0.22, -0.41, -0.21, 0.22, -0.21, 0.21, -0.21, 0.22, -0.21, 0.21, -0.25, 0.22, -0.08, 0.00, -0.76, -0.08, 0.09, -0.21, -0.30, -0.25, 0.01, -0.62, 0.52, 0.19, 0.19, 0.21, 0.21, 0.22, 0.21]}

{"formula": "C9H11F2N4PtSSe", "method": "ωB97M-V/def2-TZVPD", "de_lowest_ev": 0.1377, "total_charge": -1, "e_tot_ha": -3687.2899, "largest_force_ha_per_bohr": 0.0098, "symbols": ["Pt", "C", "C", "N", "N", "C", "N", "S", "C", "C", "C", "C", "C", "N", "H", "H", "H", "H", "H", "H", "H", "H", "H", "H", "F", "C", "F", "H", "Se"], "coordinates": [[-0.659184, -0.998306, 0.052565], [1.629143, -0.252116, 3.689375], [1.106095, -0.707310, 2.363754], [-0.000630, -0.235730, 1.814277], [-0.740081, 0.677495, 2.567752], [-0.737458, 2.002105, 2.335909], [-1.857083, 2.629296, 2.833738], [0.516176, 2.823210, 1.624135], [1.781179, -1.686019, 1.573579], [2.963184, -2.338252, 1.976799], [3.556339, -3.242269, 1.133901], [2.971007, -3.507487, -0.111120], [1.799534, -2.863031, -0.439439], [1.210564, -1.979442, 0.373373], [1.190609, 0.703241, 3.964028], [2.711126, -0.125772, 3.645969], [1.410353, -0.975120, 4.481893], [-1.535861, 0.256234, 3.025517], [-2.722522, 2.112858, 2.748261], [-1.919487, 3.592107, 2.546200], [3.388105, -2.128683, 2.948628], [4.466506, -3.748099, 1.432727], [3.409037, -4.212822, -0.803240], [1.258329, -3.038992, -1.365117], [-3.237999, -0.290853, 1.065546], [-2.312592, 0.133208, 0.069485], [-3.079604, 0.297604, -1.052599], [-2.062932, 1.156431, 0.382538], [-1.270352, -2.245284, -1.841435]], "forces_ev_per_a": [[-0.04, -0.11, 0.09], [0.02, -0.02, 0.00], [-0.28, 0.35, 0.14], [0.29, -0.06, -0.32], [-0.01, -0.25, 0.44], [0.14, 0.14, -0.01], [-0.01, -0.03, -0.01], [-0.07, -0.05, 0.03], [0.18, -0.23, -0.27], [-0.06, 0.10, 0.05], [0.02, -0.08, -0.09], [0.02, 0.07, 0.13], [0.02, -0.04, -0.08], [-0.13, -0.02, 0.15], [0.01, 0.01, -0.01], [-0.01, 0.01, 0.00], [0.00, -0.02, -0.02], [-0.14, 0.03, -0.24], [-0.01, 0.01, -0.04], [0.02, 0.00, 0.03], [0.01, 0.02, -0.02], [0.00, 0.01, 0.00], [0.00, 0.00, 0.00], [-0.05, 0.01, 0.00], [0.03, 0.06, 0.08], [0.00, 0.02, -0.12], [-0.04, -0.06, 0.05], [0.03, 0.03, -0.05], [0.10, 0.10, 0.10]], "nbo_charge": [0.58, -0.67, 0.20, -0.33, -0.47, 0.27, -0.82, -0.26, 0.11, -0.24, -0.19, -0.29, 0.07, -0.47, 0.24, 0.22, 0.21, 0.40, 0.39, 0.40, 0.21, 0.20, 0.21, 0.26, -0.44, 0.35, -0.37, 0.08, -0.88]}

{"formula": "C37H56BBrIN8PdS", "method": "ωB97M-V/def2-TZVPD", "de_lowest_ev": 0.0000, "total_charge": 3, "e_tot_ha": -5303.2785, "s_squared": 6.049, "largest_force_ha_per_bohr": 0.0285, "spin_multiplicity": 5, "symbols": ["Pd", "C", "C", "C", "C", "C", "C", "C", "C", "C", "N", "N", "B", "N", "N", "C", "C", "C", "C", "C", "C", "C", "C", "C", "N", "N", "C", "C", "C", "C", "C", "C", "C", "C", "C", "H", "H", "H", "H", "H", "H", "H", "H", "H", "H", "H", "H", "H", "H", "H", "H", "H", "H", "H", "H", "H", "H", "H", "H", "H", "H", "H", "H", "H", "H", "H", "H", "H", "H", "H", "H", "H", "H", "H", "H", "H", "H", "H", "H", "H", "H", "C", "N", "C", "C", "N", "C", "S", "H", "H", "H", "H", "H", "H", "Br", "C", "C", "C", "C", "C", "C", "I", "H", "H", "H", "H"], "coordinates": [[-0.941556, 1.044933, 0.117981], [-1.071695, 1.847915, -3.279260], [0.448634, 1.906435, -3.060021], [0.843464, 3.130850, -2.231904], [0.910314, 0.624248, -2.417877], [1.815833, -0.319605, -2.893277], [1.772320, -1.383548, -1.999222], [2.555958, -2.666053, -2.085964], [4.039962, -2.384262, -1.824572], [2.378679, -3.310672, -3.465310], [0.893811, -1.063003, -1.029805], [0.373675, 0.159861, -1.285976], [0.295635, -1.892915, 0.147236], [0.651029, -1.157952, 1.484272], [0.211045, 0.113454, 1.679269], [0.655194, 0.562407, 2.841975], [1.427402, -0.447250, 3.428029], [1.392444, -1.528081, 2.558076], [1.969721, -2.886470, 2.880367], [0.842046, -3.875640, 3.188623], [2.975266, -3.438666, 1.865446], [0.340896, 1.922245, 3.410004], [1.617763, 2.699972, 3.751522], [-0.558980, 2.736237, 2.487574], [-1.241451, -1.929812, -0.034412], [-1.976115, -0.814714, 0.208378], [-3.269527, -1.129176, 0.149540], [-3.371939, -2.479606, -0.170539], [-2.083465, -2.958497, -0.294720], [-1.739840, -4.352109, -0.760468], [-0.931075, -4.327934, -2.060353], [-1.077982, -5.267064, 0.272389], [-4.404676, -0.168182, 0.384341], [-3.988581, 1.039933, 1.220887], [-5.004908, 0.269164, -0.956296], [-1.440606, 2.791105, -3.689651], [-1.338771, 1.047440, -3.969191], [-1.593087, 1.658148, -2.338169], [0.936766, 1.975031, -4.030876], [0.435577, 3.050932, -1.213863], [1.925291, 3.226606, -2.141185], [0.458786, 4.046225, -2.686335], [2.403377, -0.252242, -3.797483], [2.199586, -3.358851, -1.324732], [4.429301, -1.671570, -2.557265], [4.190301, -1.976573, -0.820865], [4.619643, -3.306012, -1.908693], [2.841555, -2.698208, -4.243582], [2.858948, -4.290201, -3.481701], [1.326356, -3.442334, -3.716838], [0.725328, -2.998770, 0.149395], [1.901395, -0.426093, 4.399557], [2.512157, -2.731845, 3.814145], [0.225849, -4.052802, 2.311613], [1.257173, -4.829196, 3.517626], [0.202325, -3.490353, 3.983839], [2.560711, -3.507676, 0.861168], [3.881044, -2.822674, 1.823231], [3.286955, -4.439091, 2.169964], [-0.192879, 1.750835, 4.346636], [2.172788, 2.956134, 2.846381], [1.370183, 3.628513, 4.268081], [2.272981, 2.119024, 4.400689], [-0.026709, 2.966496, 1.554200], [-1.492739, 2.204082, 2.279192], [-0.825261, 3.690902, 2.942217], [-4.279951, -3.048506, -0.308965], [-2.708216, -4.798024, -0.984754], [0.066620, -3.920614, -1.886006], [-0.818871, -5.345247, -2.438532], [-1.425224, -3.731545, -2.830696], [-0.014091, -5.050401, 0.372307], [-1.559271, -5.192229, 1.248985], [-1.168178, -6.300472, -0.065197], [-5.159350, -0.719910, 0.942882], [-3.196311, 1.598036, 0.715080], [-4.828885, 1.724282, 1.354937], [-3.636552, 0.739254, 2.207755], [-4.263141, 0.816421, -1.549053], [-5.328364, -0.589747, -1.542820], [-5.880265, 0.905179, -0.795048], [5.547828, 2.384069, -1.068363], [5.265838, 1.320472, -0.092665], [6.152923, 0.402055, 0.343705], [5.511408, -0.391526, 1.274524], [4.249002, 0.058202, 1.362441], [4.058390, 1.120599, 0.531022], [2.645393, 1.971035, 0.346686], [6.622081, 2.522231, -1.130869], [5.078629, 3.303304, -0.740287], [5.158886, 2.104803, -2.043500], [7.166305, 0.349719, -0.026960], [5.893000, -1.209606, 1.866090], [3.517070, -0.289610, 1.986378], [-3.092333, 7.408907, 0.498620], [-4.384051, 6.207023, 0.094357], [-5.732938, 6.635156, 0.222855], [-6.732167, 5.788198, -0.127837], [-6.423487, 4.487362, -0.631778], [-5.101599, 4.028808, -0.729158], [-4.072555, 4.857524, -0.363729], [-2.121329, 4.162958, -0.504385], [-5.946247, 7.630023, 0.590739], [-7.764838, 6.100518, -0.029440], [-7.232131, 3.836116, -0.947667], [-4.896668, 3.031801, -1.095111]], "forces_ev_per_a": [[0.40, -1.38, 0.31], [0.26, 0.09, -0.30], [-0.24, -0.08, 0.36], [-0.01, 0.02, -0.25], [0.07, -0.07, -0.24], [0.07, 0.12, -0.12], [0.08, -0.03, -0.03], [0.04, 0.13, -0.10], [0.00, -0.03, 0.03], [0.00, -0.01, 0.00], [0.05, -0.10, 0.13], [-0.17, 0.42, -0.06], [-0.04, 0.01, -0.03], [0.01, -0.09, -0.06], [-0.20, 0.27, -0.22], [0.16, 0.06, 0.23], [0.16, 0.07, 0.11], [0.05, 0.07, 0.13], [-0.10, -0.06, -0.18], [0.02, 0.03, 0.02], [0.03, 0.06, 0.03], [0.09, -0.02, -0.16], [-0.05, -0.04, 0.02], [0.11, -0.07, 0.15], [0.11, -0.13, -0.06], [-0.22, 0.46, 0.12], [-0.15, -0.10, 0.00], [-0.29, -0.01, -0.02], [0.01, -0.15, -0.04], [0.24, 0.00, 0.03], [-0.07, 0.03, 0.01], [-0.04, 0.03, 0.01], [0.31, 0.20, -0.18], [-0.19, -0.31, 0.10], [-0.08, -0.04, 0.07], [0.01, -0.06, 0.03], [0.00, -0.02, 0.05], [-0.11, -0.03, 0.09], [0.03, 0.01, -0.05], [0.04, 0.02, 0.07], [-0.05, 0.00, 0.03], [0.00, -0.03, 0.03], [-0.09, -0.03, 0.07], [-0.07, 0.02, 0.02], [-0.01, -0.05, 0.05], [0.02, 0.01, 0.00], [-0.03, 0.07, 0.02], [-0.04, -0.04, 0.05], [-0.01, 0.05, -0.02], [0.04, 0.00, -0.01], [-0.03, 0.14, 0.02], [-0.08, -0.03, -0.07], [0.04, 0.05, 0.05], [-0.04, -0.03, -0.06], [-0.02, 0.03, -0.02], [0.00, -0.03, -0.02], [0.03, -0.02, 0.04], [-0.08, -0.03, -0.04], [0.00, 0.06, -0.01], [-0.09, -0.03, 0.03], [0.00, 0.01, 0.03], [0.01, -0.05, 0.00], [-0.02, 0.03, 0.00], [0.02, 0.04, -0.05], [-0.09, 0.02, -0.01], [0.00, 0.00, -0.03], [0.09, 0.05, 0.04], [-0.11, 0.05, -0.03], [-0.06, -0.03, -0.02], [0.02, 0.04, 0.00], [0.04, -0.01, 0.03], [0.00, 0.01, 0.07], [0.04, -0.01, -0.02], [0.02, 0.03, 0.03], [-0.10, -0.05, 0.01], [0.05, 0.16, -0.04], [0.03, -0.01, 0.01], [0.06, 0.03, 0.00], [-0.01, -0.01, -0.01], [0.02, 0.03, -0.03], [0.05, -0.04, -0.01], [-0.03, -0.14, -0.02], [0.06, -0.01, 0.04], [0.05, 0.09, -0.17], [0.04, -0.12, 0.13], [0.06, -0.14, 0.20], [-0.24, 0.20, -0.11], [0.49, -0.07, -0.15], [0.03, -0.04, 0.05], [-0.05, 0.06, 0.09], [-0.05, -0.07, -0.02], [-0.08, 0.04, 0.09], [-0.03, 0.04, -0.08], [-0.01, 0.05, -0.10], [0.21, 0.09, 0.05], [-0.07, -0.39, -0.12], [0.23, -0.04, 0.00], [-0.21, -0.52, -0.20], [0.01, 0.23, 0.10], [-0.29, 0.15, 0.00], [0.09, 0.36, 0.20], [-0.26, 0.49, -0.11], [0.08, 0.00, -0.01], [0.03, -0.07, -0.07], [0.04, 0.05, 0.06], [-0.06, 0.04, 0.00]], "lowdin_spin": [1.34, 0.01, 0.00, 0.01, 0.03, 0.01, 0.00, 0.00, 0.00, 0.00, 0.01, 0.16, 0.00, 0.01, 0.16, 0.01, 0.01, 0.00, 0.00, 0.00, 0.00, 0.00, 0.01, 0.02, 0.01, 0.17, 0.02, 0.01, 0.00, 0.00, 0.00, 0.00, 0.00, 0.01, 0.00, 0.00, 0.00, 0.01, 0.00, 0.01, 0.00, 0.00, 0.00, 0.00, 0.00, 0.00, 0.00, 0.00, 0.00, 0.00, 0.00, 0.00, 0.00, 0.00, 0.00, 0.00, 0.00, 0.00, 0.00, 0.00, 0.01, 0.00, 0.00, 0.01, 0.00, 0.00, 0.00, 0.00, 0.00, 0.00, 0.00, 0.00, 0.00, 0.00, 0.00, 0.01, 0.00, 0.00, 0.00, 0.00, 0.00, 0.00, 0.08, 0.12, 0.14, 0.07, 0.00, 0.51, 0.00, 0.00, 0.00, 0.01, 0.01, 0.00, 0.24, 0.23, 0.04, 0.06, 0.23, 0.01, 0.13, 0.05, 0.00, 0.00, 0.01, 0.00]}